# 1
Entry from the Open Molecules 2025 dataset: a molecular structure, C23H25N2O2Ru at a distorted geometry (ωB97M-V/def2-TZVPD).

Last column: Mulliken charge in e.
CARTESIAN COORDINATES (ANGSTROEM)
1 C -2.45793 0.05350 -0.82552  -0.19
2 C -1.97165 1.36999 -0.70457  -1.04
3 C -0.68754 1.44245 -1.36650  -0.30
4 H -2.47226 2.21011 -0.21833  0.55
5 C -0.39915 0.11130 -1.88545  -0.40
6 C -1.48628 -0.74052 -1.48356  -1.16
7 H 0.40915 -0.13009 -2.57418  0.50
8 C 0.20474 0.26907 2.86694  -0.87
9 C -0.69850 1.06451 2.08167  -0.40
10 C 0.09860 1.97600 1.30077  -1.22
11 H -1.77963 1.09784 2.13822  0.60
12 C 1.47666 1.55920 1.46076  -0.02
13 C 1.52262 0.54430 2.48561  -0.37
14 H -0.15843 2.35069 -1.66432  0.85
15 H -1.55670 -1.80040 -1.71941  0.70
16 H -3.42013 -0.30744 -0.48627  0.54
17 H 2.43606 0.05956 2.85449  0.50
18 H -0.22402 2.87014 0.76972  0.62
19 H -0.11425 -0.44671 3.61786  0.55
20 Ru 0.13238 0.20579 0.19945  -1.04
21 C 2.59303 2.12119 0.58548  1.96
22 C 3.99405 1.67845 1.02934  -2.09
23 C 2.51997 3.65099 0.60822  -1.51
24 H 4.17448 1.93560 2.08514  0.43
25 H 4.73872 2.21158 0.41213  0.44
26 H 4.12680 0.59752 0.87642  0.49
27 H 2.54044 4.00840 1.64652  0.36
28 H 1.60167 4.02357 0.14585  0.33
29 H 3.38232 4.07286 0.07817  0.42
30 C 2.26613 1.58400 -0.84829  4.01
31 C 3.29286 0.85224 -1.65378  -0.94
32 H 1.77455 2.33936 -1.46507  -1.15
33 H 1.56210 0.69271 -0.71802  0.16
34 O 3.57379 -0.30095 -1.30194  -0.55
35 N 3.67509 1.51721 -2.83213  -0.12
36 C 2.71582 1.28594 -3.93273  -0.96
37 H 4.62861 1.29138 -3.10550  0.40
38 C 1.63576 2.34452 -4.04996  0.90
39 C 0.51238 2.02589 -4.82023  -0.55
40 H 0.45029 1.01907 -5.23645  0.45
41 C -0.48738 2.96641 -5.05317  -0.60
42 H -1.34498 2.68586 -5.66320  0.42
43 C -0.36884 4.25291 -4.51904  -0.54
44 H -1.12710 5.00332 -4.74836  0.42
45 C 0.73056 4.57649 -3.71745  -0.52
46 H 0.81854 5.58034 -3.29431  0.42
47 C 1.73755 3.62309 -3.47908  -0.19
48 H 2.60855 3.88407 -2.86904  0.35
49 H 2.21388 0.30730 -3.77084  0.31
50 H 3.28034 1.21740 -4.87982  0.52
51 O -0.56868 -3.62180 0.95397  -0.47
52 C -0.07339 -2.57653 0.66537  0.72
53 N 0.50094 -1.55623 0.35715  -0.69

Cartesian forces (eV/Å) of the 6 atoms listed first:
C 0.359 0.339 0.169
C -0.348 -0.022 -0.623
C -0.543 -0.368 -0.424
H 0.169 -0.392 -0.199
C -1.092 0.095 -0.464
C 0.342 0.411 -1.265

charge	+1
F_max	5.14	eV/Å
M	462.5	g mol⁻¹
Kohn-Sham gap (spin up / spin down)	5.85 / 6.79	eV
LUMO (spin up / spin down)	-5.01 / -5.24	eV
spin multiplicity	5
energy above the lowest of the compared OMol25 structures with the same formula, charge and spin	19.4	kcal per mole

=====

# 2
Entry from the Open Molecules 2025 dataset: a molecular structure, C36H50AsN3OPdS at a distorted geometry (ωB97M-V/def2-TZVPD).

Last column: Mulliken charge in e.
CARTESIAN COORDINATES (ANGSTROEM)
1 Pd -0.24495 0.50778 1.50169  -0.15
2 C 2.16387 1.30209 -0.91210  -1.31
3 C 3.12381 1.12814 0.24879  1.14
4 C 4.47393 0.83490 0.08316  -0.55
5 C 5.20470 0.31055 1.12013  -1.00
6 C 4.60961 0.12804 2.37103  -0.72
7 C 3.33690 0.56008 2.68962  1.04
8 C 2.68713 0.33201 4.05347  -1.17
9 C 2.56254 1.07806 1.56518  -0.51
10 N 1.37301 1.70702 1.79849  0.46
11 C 1.21744 2.97947 2.10265  0.07
12 C 2.37718 3.93110 2.23284  -1.48
13 C -0.23304 3.32807 2.16208  0.77
14 C -0.79912 4.54288 2.77214  -2.16
15 N -1.05816 2.36716 1.79591  0.36
16 C -2.36411 2.51542 1.29679  0.07
17 C -2.50290 2.83312 -0.10639  1.34
18 C -1.43478 3.44135 -0.93126  -1.24
19 C -3.78934 2.58911 -0.66593  -1.06
20 C -4.80313 2.00731 0.03151  -0.97
21 C -4.60888 1.59237 1.36517  -0.76
22 C -3.45694 2.01067 2.05101  1.10
23 C -3.43756 1.99724 3.54001  -1.30
24 H 2.60332 0.95012 -1.89253  0.39
25 H 1.88465 2.34633 -1.01964  0.41
26 H 1.15194 0.78816 -0.82498  0.11
27 H 4.95202 0.95627 -0.89889  0.37
28 H 6.24254 0.21632 0.98431  0.47
29 H 5.25423 -0.27631 3.15892  0.33
30 H 3.24512 -0.41002 4.65161  0.45
31 H 1.64172 -0.08520 3.91470  -0.10
32 H 2.57290 1.25945 4.63966  0.29
33 H 3.13778 3.66191 1.50607  0.32
34 H 2.74790 3.84536 3.29056  0.20
35 H 2.02076 4.93418 2.00051  0.45
36 H -0.28606 5.45433 2.41928  0.43
37 H -0.60700 4.53811 3.90350  0.23
38 H -1.84694 4.63746 2.60777  0.42
39 H -1.59592 4.50573 -0.88974  0.34
40 H -1.54600 3.21353 -2.00886  0.37
41 H -0.41421 3.24232 -0.58632  -0.10
42 H -3.89842 2.76271 -1.69106  0.50
43 H -5.75352 1.82208 -0.47039  0.35
44 H -5.40139 0.94315 1.82466  0.30
45 H -3.22045 0.98832 3.96276  0.04
46 H -4.45171 2.28805 3.90657  0.50
47 H -2.77204 2.74410 3.95603  0.22
48 C -0.36662 -2.58624 -5.94920  -0.91
49 As -1.18202 -1.67849 -7.45641  0.20
50 C -0.16467 -2.62874 -8.84779  -1.07
51 C -0.11416 -0.08393 -7.97177  -0.95
52 O 1.49951 0.08762 -3.73520  -0.35
53 H 0.69994 -2.39859 -5.93106  0.35
54 H -0.60926 -3.65150 -6.03734  0.41
55 H -0.87056 -2.20434 -5.04984  0.11
56 H -0.75508 -3.34599 -9.40105  0.36
57 H 0.68712 -3.16052 -8.39961  0.31
58 H 0.29622 -1.98836 -9.61891  0.33
59 H 0.61826 -0.21675 -8.74381  0.38
60 H 0.40035 0.35940 -7.12231  0.26
61 H -0.91513 0.64362 -8.26875  0.26
62 S -1.09764 0.37139 -3.92039  -0.37
63 C 0.39661 0.02931 -3.81725  0.68
64 C -3.61746 -1.79746 2.60090  -1.73
65 C -2.18160 -2.23837 2.82591  0.79
66 C -1.57898 -1.03411 3.62633  -1.28
67 C -1.51081 -2.56852 1.51436  -0.43
68 C -2.13040 -3.18503 0.43658  -0.57
69 C -1.48198 -3.51989 -0.80753  -1.38
70 C -0.08117 -3.51038 -0.80375  -0.71
71 C 0.57023 -3.17436 0.37347  -0.63
72 C 2.03789 -3.48964 0.62984  0.51
73 C 2.76805 -2.41703 -0.17775  -1.03
74 C 2.49762 -3.57999 2.11720  -1.24
75 C -0.06807 -2.30018 1.30572  1.37
76 N 0.55021 -1.20080 1.66324  0.28
77 H -4.07877 -1.46560 3.56311  0.48
78 H -4.23189 -2.64452 2.22026  0.44
79 H -3.75337 -0.99101 1.86030  0.27
80 H -2.08749 -3.11690 3.46966  0.46
81 H -1.57308 -0.11332 3.01158  0.25
82 H -0.54263 -1.26525 3.91991  0.25
83 H -2.18208 -0.80361 4.59348  0.52
84 H -3.12377 -3.51218 0.61468  0.36
85 H -2.08731 -3.69689 -1.69747  0.36
86 H 0.59463 -3.65627 -1.59423  0.54
87 H 2.11238 -4.46533 0.10116  0.54
88 H 2.30555 -1.45117 -0.02706  0.03
89 H 2.70432 -2.59755 -1.28117  0.28
90 H 3.83146 -2.30892 0.17338  0.34
91 H 2.07314 -2.68511 2.68579  -0.01
92 H 3.58976 -3.62742 2.10792  0.45
93 H 2.09434 -4.48147 2.63432  0.31

Cartesian forces (eV/Å) of the 6 atoms listed first:
Pd -1.766 0.635 -0.323
C -0.264 -0.142 -1.103
C -1.180 -0.957 0.792
C -0.387 -0.271 -0.802
C -0.973 0.833 0.601
C 0.968 -0.024 0.611

charge	-1
F_max	5.90	eV/Å
M	754.2	g mol⁻¹
Kohn-Sham gap (spin up / spin down)	5.10 / 5.52	eV
LUMO (spin up / spin down)	2.41 / 2.41	eV
spin multiplicity	4
energy above the lowest of the compared OMol25 structures with the same formula, charge and spin	0.0	kcal per mole

=====

# 3
Entry from the Open Molecules 2025 dataset: 2 unconnected molecules or ions with the total composition C6H9O4S at a distorted geometry (ωB97M-V/def2-TZVPD).

Last column: natural (NBO) charge in e.
CARTESIAN COORDINATES (ANGSTROEM)
1 C -1.75701 0.13665 -0.82572  0.69
2 C 0.97256 0.40649 -1.44321  -0.51
3 C 0.69318 1.45642 -0.37443  -0.29
4 C -0.26287 0.24310 -0.65157  0.10
5 C 0.05705 2.80273 -0.56915  -0.61
6 C -0.37578 -2.83131 1.65981  -0.87
7 O -2.53574 -0.54032 -0.19917  -0.69
8 O -1.96155 0.93787 -1.75330  -0.70
9 O 1.05747 -0.83345 2.29578  -1.01
10 O 1.67774 -2.23066 0.29818  -1.01
11 S 0.66799 -1.46920 1.04151  1.79
12 H 1.00392 0.67818 -2.49216  0.23
13 H 1.65642 -0.61754 -1.35462  0.29
14 H 1.23971 1.52846 0.61916  0.25
15 H 0.88861 3.55159 -0.65457  0.19
16 H -0.59704 3.03738 0.30685  0.22
17 H -0.52016 3.03348 -1.47884  0.24
18 H -0.08028 -3.80297 1.37147  0.22
19 H -0.40353 -2.81388 2.88910  0.22
20 H -1.42067 -2.67301 1.31488  0.25

Cartesian forces (eV/Å) of the 6 atoms listed first:
C 0.234 0.500 -0.781
C 1.260 -2.544 -0.060
C -0.874 -1.742 1.456
C 1.833 0.131 1.586
C 0.464 1.822 -0.700
C -2.236 1.135 3.122

charge	-1
F_max	4.00	eV/Å
M	177.2	g mol⁻¹
Kohn-Sham gap	7.73	eV
LUMO	3.21	eV
energy above the lowest of the compared OMol25 structures with the same formula, charge and spin	69.0	kcal per mole

=====

# 4
Entry from the Open Molecules 2025 dataset: 5 unconnected molecules or ions with the total composition C49H78O8S at a distorted geometry (ωB97M-V/def2-TZVPD).

Last column: Mulliken charge in e.
CARTESIAN COORDINATES (ANGSTROEM)
1 C -0.82617 5.90313 2.54954  -0.72
2 C -0.35840 5.83769 1.02506  0.09
3 C 0.25155 4.40822 0.71059  -0.14
4 C 0.40661 4.16309 -0.85242  -0.40
5 C -0.76896 3.20175 -1.33550  0.38
6 C -2.12513 3.97485 -1.54986  -0.61
7 C -3.08495 3.27551 -2.60036  -0.39
8 C -2.46706 3.34622 -4.04421  -0.58
9 C -3.14026 2.34257 -5.06673  -1.05
10 C -2.94187 0.83054 -4.66664  0.48
11 C -1.73294 0.12696 -5.43985  -0.58
12 C -2.08017 -1.32151 -5.97577  -0.91
13 C -1.30227 -2.47589 -5.19461  -0.86
14 C -1.27598 -2.19848 -3.66372  0.50
15 C -2.54948 -1.89998 -2.96188  -1.04
16 C -2.54491 -1.60222 -1.53967  -1.02
17 C -1.29694 -1.59934 -0.73732  0.48
18 C -1.43700 -1.23252 0.77005  -1.13
19 C -0.75895 -2.24358 1.78516  -0.46
20 C -0.70612 -3.74699 1.31682  -0.30
21 C -2.06550 -4.51134 1.37064  0.41
22 C -3.36711 -3.97038 1.00878  0.22
23 C -4.59630 -4.77381 1.09388  -0.80
24 C -4.52356 -6.16333 1.56379  -0.30
25 C -3.23479 -6.74259 1.91304  -0.70
26 C -2.03123 -5.92367 1.80742  -0.44
27 C -0.06374 -1.90389 -1.43702  1.26
28 C -0.04969 -2.20266 -2.89136  0.84
29 C 1.37046 -2.47122 -3.49783  -0.39
30 O 1.67789 -1.99268 -4.55742  -0.49
31 C 2.30943 -3.33720 -2.59890  0.24
32 C 2.28630 -3.04279 -1.14812  0.56
33 C 3.12772 -3.76035 -0.20261  -0.76
34 C 4.04090 -4.79502 -0.69603  -0.45
35 C 4.06864 -5.11996 -2.11834  -0.90
36 C 3.19865 -4.39891 -3.06248  0.06
37 S 3.28884 -4.89872 -4.81252  1.41
38 C 1.83951 -5.95743 -5.24171  -0.96
39 O 3.50643 -3.80960 -5.75916  -0.61
40 O 4.45668 -5.80474 -4.91239  -0.75
41 C 1.29405 -1.92873 -0.66285  0.31
42 O 1.58127 -1.16658 0.22776  -0.56
43 H -0.96540 4.84841 2.90466  -0.09
44 H -0.05090 6.44287 3.14880  0.30
45 H -1.80166 6.45350 2.67452  0.28
46 H 0.40571 6.64521 0.77870  0.00
47 H -1.26956 6.05249 0.40377  0.13
48 H -0.48188 3.65367 1.12664  -0.14
49 H 1.21038 4.28099 1.27635  0.37
50 H 1.41657 3.69985 -1.04381  0.29
51 H 0.35064 5.16112 -1.36347  -0.03
52 H -0.90406 2.37705 -0.57801  -0.31
53 H -0.38512 2.70158 -2.27301  0.08
54 H -2.63936 4.01272 -0.54478  0.21
55 H -1.91975 5.05021 -1.82379  0.34
56 H -3.25479 2.22071 -2.23868  0.12
57 H -4.07148 3.80991 -2.52319  0.36
58 H -1.35952 3.16935 -4.06352  0.18
59 H -2.61024 4.40938 -4.40095  0.39
60 H -2.70764 2.57819 -6.08345  0.37
61 H -4.22781 2.63697 -5.14048  0.34
62 H -3.90836 0.29991 -4.88970  0.35
63 H -2.68019 0.77786 -3.57819  -0.52
64 H -1.53340 0.77377 -6.34153  0.60
65 H -0.79380 0.15441 -4.82254  0.20
66 H -3.18465 -1.48218 -5.82410  0.35
67 H -1.85548 -1.33415 -7.07796  0.40
68 H -1.89616 -3.42415 -5.36199  0.36
69 H -0.30368 -2.65388 -5.65808  0.21
70 H -3.49598 -1.91418 -3.55400  0.35
71 H -3.53900 -1.37534 -1.07451  0.42
72 H -0.99567 -0.19890 0.89052  0.02
73 H -2.51642 -1.11591 1.07110  0.52
74 H 0.26443 -1.91301 2.09926  -0.04
75 H -1.39473 -2.22426 2.71941  0.64
76 H -0.02151 -4.27986 2.04195  0.35
77 H -0.26283 -3.90952 0.30118  0.07
78 H -3.47654 -2.92779 0.64689  0.02
79 H -5.57552 -4.32183 0.81078  0.35
80 H -5.48672 -6.72746 1.59240  0.32
81 H -3.16452 -7.79481 2.26048  0.34
82 H -1.04748 -6.37739 2.06219  0.31
83 H 3.10123 -3.54851 0.89537  0.26
84 H 4.72479 -5.34819 -0.01892  0.45
85 H 4.76508 -5.92815 -2.44195  0.46
86 H 2.14528 -6.99111 -4.90946  0.39
87 H 0.92359 -5.70215 -4.65137  0.30
88 H 1.68252 -6.01928 -6.34505  0.33
89 C 3.86314 -6.45390 4.38125  -1.23
90 C 4.67963 -5.75287 3.30716  0.35
91 C 4.44324 -4.25054 3.32650  -0.95
92 O 4.32832 -6.27607 2.02435  -0.51
93 H 2.79203 -6.29703 4.22010  0.27
94 H 4.03399 -7.53190 4.34991  0.32
95 H 4.12280 -6.08777 5.37669  0.39
96 H 5.74110 -5.95926 3.45918  0.29
97 H 3.39096 -4.01983 3.13075  0.05
98 H 5.02701 -3.75983 2.54388  0.32
99 H 4.72025 -3.81921 4.29042  0.47
100 H 3.39003 -6.10033 1.87763  0.32
101 C -4.37727 3.10651 3.88561  -1.55
102 C -2.92525 2.94388 4.30975  0.90
103 C -2.79679 2.01429 5.50549  -1.27
104 O -2.38198 4.22256 4.63801  -0.51
105 H -4.97155 3.54389 4.69363  0.36
106 H -4.45418 3.78464 3.03234  0.35
107 H -4.81821 2.14593 3.60948  0.38
108 H -2.34053 2.54880 3.47450  0.11
109 H -3.33769 2.41316 6.37014  0.38
110 H -1.75098 1.91719 5.80219  0.24
111 H -3.18942 1.02028 5.27741  0.35
112 H -2.89171 4.58165 5.37453  0.31
113 C 1.76358 0.36318 4.18512  -1.23
114 C 1.30526 1.45877 5.13578  0.79
115 C 2.42427 1.87905 6.07562  -1.57
116 O 0.19186 0.99227 5.89889  -0.50
117 H 2.06787 -0.53056 4.73939  0.36
118 H 0.94762 0.06358 3.52319  0.13
119 H 2.60444 0.69670 3.57346  0.41
120 H 0.96324 2.32342 4.56216  0.18
121 H 2.75083 1.03648 6.69319  0.35
122 H 2.07855 2.65776 6.75871  0.38
123 H 3.28491 2.25820 5.52050  0.39
124 H 0.48110 0.22708 6.41112  0.29
125 C 3.15446 9.09085 -1.83422  -1.36
126 C 2.94284 7.75589 -1.13697  0.39
127 C 3.51688 6.60846 -1.95369  -1.18
128 O 1.54709 7.54157 -0.93124  -0.49
129 H 2.65046 9.10648 -2.80542  0.35
130 H 2.72836 9.90396 -1.24264  0.33
131 H 4.21674 9.29140 -1.98985  0.39
132 H 3.41427 7.77740 -0.15182  0.28
133 H 3.02491 6.54066 -2.92887  0.32
134 H 3.34866 5.65568 -1.44685  0.23
135 H 4.58999 6.73484 -2.11301  0.42
136 H 1.12099 7.52003 -1.79722  0.30

Cartesian forces (eV/Å) of the 6 atoms listed first:
C 0.296 0.080 -0.819
C 0.097 0.161 0.690
C -0.778 0.759 -0.257
C -0.359 -0.583 1.124
C 0.937 0.382 -0.436
C 0.013 -0.439 0.356

charge	0
F_max	4.62	eV/Å
M	827.2	g mol⁻¹
SMILES	CCCCCCCCCCCCCc1ccc(CCCc2ccccc2)c2c1C(=O)c1c(cccc1S(C)(=O)=O)C2=O.CC(C)O.CC(C)O.CC(C)O.CC(C)O
Kohn-Sham gap	8.12	eV
LUMO	-0.94	eV
energy above the lowest of the compared OMol25 structures with the same formula, charge and spin	109.4	kcal per mole

=====

Question: Which value of M does entry 4 give?
Answer: 827.2 g mol⁻¹

=====

Question: Look up the energy above the lowest of the compared OMol25 structures with the same formula, charge and spin of the third one.
Answer: 69.0 kcal per mole

=====

Question: Which of these has the highest F_max?
Answer: C36H50AsN3OPdS

=====

Question: The highest charge belongs to which entry?
Answer: C23H25N2O2Ru